Entry from the Open Molecules 2025 dataset: a structure of composition C23H24Cl45N3S at a distorted geometry (ωB97M-V with the def2-TZVPD basis set).

CARTESIAN COORDINATES (ANGSTROEM)
C -0.8715 1.1348 0.7764
C -0.7959 1.3981 -0.7413
N -1.8930 2.2162 -1.2900
C -3.1690 1.8500 -0.8200
C -4.0374 2.7909 -0.3582
C -5.3284 2.4675 0.1567
C -5.7848 1.1967 0.2247
C -4.9504 0.1558 -0.2783
N -5.2042 -1.1335 -0.3258
S -3.9464 -1.8924 -0.9885
N -3.0050 -0.6042 -1.2390
C -3.6244 0.4796 -0.8122
H 0.1181 1.2016 1.2310
H -1.5183 1.8390 1.3075
H -1.2642 0.1368 0.9758
H -0.7261 0.4452 -1.2501
H 0.1408 1.9258 -0.9320
H -1.7321 3.1509 -0.9307
H -3.7617 3.8409 -0.3662
H -5.9837 3.2417 0.5380
H -6.7534 0.9362 0.6371
C 1.5685 -2.3903 -1.6888
Cl -0.0953 -1.7968 -1.6888
Cl 2.2826 -2.2191 -3.2930
Cl 2.5256 -1.5397 -0.4765
H 1.5581 -3.4418 -1.4332
C -6.8290 -0.4917 -4.2762
Cl -6.4606 0.1559 -5.8792
Cl -7.7782 -1.9753 -4.4028
Cl -5.3537 -0.7820 -3.3570
H -7.4208 0.2419 -3.7438
C 4.8107 -2.9426 -6.8175
Cl 3.7520 -4.3007 -6.4471
Cl 4.1529 -1.4501 -6.1448
Cl 6.4434 -3.2371 -6.2144
H 4.8611 -2.8352 -7.8929
C 1.0751 -3.8650 -9.4717
Cl 0.3509 -3.6466 -7.8775
Cl 2.5336 -2.8790 -9.6385
Cl 1.4347 -5.5657 -9.7669
H 0.3628 -3.5378 -10.2151
C -2.0196 6.6037 0.4437
Cl -1.0189 5.1720 0.7157
Cl -3.4250 6.2121 -0.5534
Cl -2.5209 7.3075 1.9786
H -1.4244 7.3353 -0.0864
C -8.1672 -1.5043 2.8660
Cl -8.6028 -0.0100 2.0260
Cl -7.6348 -2.7332 1.7240
Cl -6.9260 -1.1942 4.0811
H -9.0505 -1.8724 3.3706
C 1.5645 -1.5069 3.6312
Cl 2.6998 -2.8270 3.9271
Cl 2.4258 -0.0212 3.2207
Cl 0.4263 -1.9337 2.3545
H 1.0048 -1.3320 4.5405
C 3.9110 3.5897 4.8862
Cl 3.1676 5.1717 4.6386
Cl 3.1135 2.7221 6.1987
Cl 3.8764 2.6411 3.3981
H 4.9461 3.7404 5.1650
C 7.5975 2.6267 7.2318
Cl 7.1035 3.0801 8.8604
Cl 6.8873 1.0797 6.7703
Cl 7.1536 3.8832 6.0701
H 8.6750 2.5242 7.2186
C 9.4412 2.7250 12.5705
Cl 8.7123 4.3131 12.3079
Cl 8.6131 1.8676 13.8719
Cl 9.4101 1.7797 11.0848
H 10.4730 2.8702 12.8620
C -3.0964 -4.4619 -9.7427
Cl -2.0231 -5.8384 -9.4644
Cl -2.1712 -3.0233 -10.1811
Cl -4.2799 -4.8367 -10.9962
H -3.6277 -4.2570 -8.8223
C 5.4747 4.1788 14.0221
Cl 4.9690 4.6474 15.6471
Cl 4.7716 2.6247 13.5743
Cl 5.0371 5.4233 12.8491
H 6.5518 4.0753 14.0194
C 9.7576 5.7054 3.1238
Cl 10.8560 4.3372 3.3157
Cl 8.3380 5.2386 2.1860
Cl 9.2804 6.3469 4.6960
H 10.2793 6.4845 2.5840
C -9.4532 -5.6714 -3.1331
Cl -9.9343 -5.0480 -1.5547
Cl -10.2595 -7.2032 -3.4741
Cl -9.7909 -4.4904 -4.4001
H -8.3859 -5.8484 -3.1143
C -2.4935 -7.7198 -12.5745
Cl -1.5487 -6.9244 -13.8346
Cl -4.0779 -8.1979 -13.1885
Cl -1.6270 -9.1174 -11.9319
H -2.6415 -7.0127 -11.7693

The value obtained for the frontier orbital gap is 7.6804 eV. As for the spin multiplicity: 1. The value obtained for the total energy is -603053.4444 eV.

---

Entry from the Open Molecules 2025 dataset: a structure of composition C23H24CsO2Te at a distorted geometry (ωB97M-V with the def2-TZVPD basis set).

CARTESIAN COORDINATES (ANGSTROEM)
Cs -1.7488 -1.5713 0.3253
C -3.4441 -2.0470 3.6864
C -4.4546 -1.3744 3.0157
C -5.1870 -2.0221 2.0274
C -4.9108 -3.3448 1.7059
C -3.9009 -4.0183 2.3791
C -3.1713 -3.3690 3.3684
H -2.8184 -1.5165 4.3921
H -4.6153 -0.3227 3.2160
H -5.9324 -1.4768 1.4619
H -5.4372 -3.8305 0.8945
H -3.6413 -5.0279 2.0866
H -2.3370 -3.8685 3.8450
C -2.4861 0.0327 -4.2280
C -1.9864 -1.0110 -3.2480
O -2.4282 -0.9505 -2.0990
C -1.0170 -2.0275 -3.6346
C -0.5833 -2.0294 -4.9784
C 0.3065 -2.9455 -5.4783
C 0.7913 -3.9224 -4.5956
C 0.4063 -3.9689 -3.2869
C -0.5079 -3.0195 -2.7144
O -0.8144 -3.0756 -1.4897
H -3.1601 0.6824 -3.6751
H -3.0060 -0.4076 -5.0796
H -1.6662 0.6224 -4.6398
H -0.9766 -1.2658 -5.6377
H 0.6337 -2.9250 -6.5090
H 1.4978 -4.6702 -4.9433
H 0.7966 -4.7262 -2.6193
C 5.1696 5.4004 2.0038
C 4.1254 4.3292 1.8701
C 3.6547 3.9439 0.6217
C 2.6909 2.9516 0.4704
C 2.2387 2.5946 -0.9142
C 2.1761 2.3167 1.6067
Te 0.6614 0.7508 1.3347
C 2.6324 2.6918 2.8699
C 2.1361 2.0674 4.1445
C 3.5983 3.6901 2.9809
H 5.4589 5.7893 1.0266
H 6.0777 5.0302 2.4866
H 4.8169 6.2469 2.5985
H 4.0445 4.4231 -0.2716
H 2.7621 3.2011 -1.6542
H 1.1602 2.7316 -1.0191
H 2.4053 1.5353 -1.1193
H 1.3735 1.3165 3.9542
H 1.7159 2.8309 4.8048
H 2.9620 1.5930 4.6811
H 3.9387 3.9628 3.9763

As for the charge: -1. The value obtained for the frontier orbital gap is 5.1287 eV. Its energy above the lowest of the compared OMol25 structures with the same formula, charge and spin is 33.3 kJ/mol. As for the spin multiplicity: 1. The value obtained for the total energy is -36178.8784 eV.

---

Entry from the Open Molecules 2025 dataset: a structure of composition C23H24F4KN5 (ωB97M-V with the def2-TZVPD basis set).

CARTESIAN COORDINATES (ANGSTROEM)
K -0.3164 0.3722 -2.8207
C 3.8097 3.2686 -2.2658
C 2.7379 2.2512 -2.6595
N 1.7674 1.8648 -1.6451
C 2.1667 0.7978 -0.7397
C 3.2518 1.0966 0.2929
C 1.0810 2.9917 -1.0159
C -0.1645 2.6320 -0.2031
N -1.1300 1.9143 -0.9982
C -2.2325 1.4278 -0.4586
C -3.1302 0.6504 -1.2564
F -2.8345 0.4509 -2.5874
C -4.2755 0.0568 -0.7962
F -5.0140 -0.6716 -1.6580
C -4.6918 0.1744 0.5198
C -3.8671 0.9383 1.3299
F -4.2001 1.0904 2.6271
C -2.7070 1.5284 0.8882
F -1.9975 2.2457 1.7963
H 4.4539 3.4776 -3.1215
H 4.4378 2.9126 -1.4510
H 3.3581 4.2115 -1.9564
H 3.2134 1.3325 -3.0177
H 2.1808 2.6668 -3.5088
H 2.4690 -0.0641 -1.3456
H 1.2591 0.4946 -0.2165
H 4.2306 1.2254 -0.1685
H 3.3279 0.2665 0.9968
H 3.0180 1.9964 0.8641
H 0.7909 3.6775 -1.8188
H 1.7402 3.5565 -0.3390
H -0.5458 3.5878 0.1819
H 0.1475 2.0796 0.6960
H -5.6050 -0.2726 0.8797
C -2.2619 -3.3057 -1.4905
C -1.1157 -2.7773 -2.0550
N -0.2954 -1.9502 -1.4002
C -0.6036 -1.6474 -0.1440
C -1.7010 -2.1696 0.5438
C -2.5614 -2.9917 -0.1727
C -1.9490 -1.8109 1.9521
C -1.0302 -1.7366 2.9149
C 0.3956 -2.0972 2.7821
C 0.8150 -3.2739 2.1635
C 2.1760 -3.4997 2.0972
N 3.0670 -2.6562 2.6151
C 2.5632 -1.5891 3.2219
N 1.2811 -1.2620 3.3307
H -2.9092 -3.9480 -2.0712
H -0.8557 -2.9941 -3.0858
H 0.0532 -0.9506 0.3616
H -3.4543 -3.3854 0.2976
H -2.9747 -1.5615 2.1969
H -1.3183 -1.3632 3.8905
H 0.1034 -3.9753 1.7517
H 2.5720 -4.3894 1.6199
H 3.2745 -0.8944 3.6556

The value obtained for the frontier orbital gap is 6.2413 eV. Its energy above the lowest of the compared OMol25 structures with the same formula, charge and spin is 0.0 kJ/mol. As for the spin multiplicity: 1. The value obtained for the total energy is -58885.2059 eV.